No. 1
DFT (ωB97M-V/def2-TZVPD) results for a single C14H20N2O3 molecule in a non-equilibrium geometry.

Its orbital gap is 9.5 eV. Its max |F| is 3.196 eV/Å.

Element x y z (Å)
C1 -2.289 0.221 -0.042
C2 -1.714 -0.409 1.212
C3 -3.712 0.669 0.129
C4 -4.751 -0.502 -0.006
C5 -4.187 1.829 -0.900
C6 0.718 -0.599 0.352
C7 0.881 -1.980 -0.300
C8 1.931 -0.126 1.184
C9 3.256 0.168 0.592
C10 4.101 -0.828 0.187
C11 3.598 1.479 0.344
C12 5.336 -0.621 -0.361
C13 4.890 1.738 -0.125
C14 5.801 0.743 -0.433
H1 -2.430 -0.054 -2.022
H2 -2.928 -1.339 -1.090
H3 -1.660 1.068 -0.330
H4 -3.729 1.257 1.026
H5 -4.976 -0.693 -1.072
H6 -4.456 -1.403 0.472
H7 -5.785 -0.340 0.483
H8 -5.200 2.099 -0.681
H9 -3.619 2.700 -0.714
H10 -4.093 1.538 -2.031
H11 -0.085 -1.230 2.084
H12 0.467 0.234 -0.355
H13 1.583 0.761 1.784
H14 1.954 -0.974 1.912
H15 3.776 -1.907 0.176
H16 2.909 2.290 0.701
H17 5.888 -1.489 -0.717
H18 5.173 2.755 -0.117
H19 6.795 1.005 -0.823
H20 -0.417 -1.378 -1.628
N1 -2.160 -0.646 -1.189
N2 -0.364 -0.690 1.315
O1 -2.409 -0.514 2.229
O2 1.679 -2.733 0.238
O3 0.227 -2.101 -1.484

No. 2
DFT (ωB97M-V/def2-TZVPD) results for 5 unconnected molecules or ions with the total composition C19H40ClN3O9P in a non-equilibrium geometry.

The charge is +1. Its orbital gap is 7.5 eV. Its max |F| is 1.745 eV/Å.

Element x y z (Å)
N1 3.586 -0.149 -3.479
C1 4.612 -0.865 -2.980
N2 5.352 -1.765 -3.739
C2 6.268 -2.382 -2.717
C3 6.520 -1.191 -1.813
P1 7.499 -1.567 -0.260
O1 8.411 -0.249 -0.110
Cl1 6.015 -1.294 1.140
N3 5.057 -0.810 -1.741
H1 3.747 0.776 -3.826
H2 2.653 -0.519 -3.477
H3 5.906 -1.164 -4.358
H4 7.174 -2.851 -3.061
H5 5.586 -3.026 -2.174
H6 6.964 -0.333 -2.321
H7 8.048 0.546 -0.511
H8 4.768 -0.010 -1.189
O2 -0.868 -2.219 0.549
C4 0.003 -1.927 1.318
O3 1.133 -2.660 1.320
C5 2.302 -2.276 2.045
C6 2.268 -2.734 3.488
C7 -0.168 -0.814 2.328
H9 2.468 -1.200 1.957
H10 3.126 -2.764 1.526
H11 1.445 -2.275 4.036
H12 3.200 -2.478 3.991
H13 2.129 -3.813 3.534
H14 -0.681 -1.212 3.202
H15 -0.791 -0.044 1.881
H16 0.762 -0.346 2.642
O4 1.739 1.606 -2.599
C8 1.016 1.523 -1.634
O5 0.103 0.546 -1.628
C9 -0.696 0.225 -0.475
C10 -1.927 1.098 -0.382
C11 1.065 2.512 -0.504
H17 -0.092 0.267 0.432
H18 -0.981 -0.815 -0.615
H19 -1.664 2.149 -0.256
H20 -2.543 0.792 0.463
H21 -2.517 1.012 -1.295
H22 0.447 3.374 -0.761
H23 2.093 2.843 -0.380
H24 0.732 2.113 0.450
O6 -1.220 4.768 0.044
C12 -2.171 4.906 -0.678
O7 -1.970 4.886 -2.004
C13 -3.041 4.864 -2.958
C14 -3.546 6.255 -3.276
C15 -3.552 5.175 -0.131
H25 -3.839 4.200 -2.623
H26 -2.610 4.412 -3.849
H27 -3.971 6.740 -2.398
H28 -4.313 6.211 -4.048
H29 -2.727 6.879 -3.631
H30 -3.652 6.244 0.052
H31 -3.650 4.649 0.815
H32 -4.361 4.845 -0.778
O8 -5.446 -2.528 5.133
C16 -5.086 -3.128 4.163
O9 -4.410 -2.461 3.206
C17 -3.771 -3.108 2.101
C18 -4.726 -3.349 0.952
C19 -5.432 -4.585 3.951
H33 -3.275 -4.025 2.424
H34 -2.988 -2.424 1.786
H35 -5.535 -4.023 1.233
H36 -4.195 -3.782 0.104
H37 -5.180 -2.409 0.639
H38 -6.424 -4.646 3.505
H39 -5.454 -5.071 4.922
H40 -4.725 -5.127 3.326

No. 3
DFT (ωB97M-V/def2-TZVPD) results for a molecular structure, C15H22BrCl4N2O4V.

The charge is -1. The expectation value of S² is 0.791. Its orbital gap (spin up / spin down) is 6.3 / 7.0 eV. Its max |F| is 0.966 eV/Å. As for the spin multiplicity: 2.

Element x y z (Å)
V1 0.965 0.192 0.277
Cl1 0.293 -6.464 -0.427
C1 -0.493 -4.922 -0.338
C2 -1.878 -4.825 -0.232
Cl2 -2.833 -6.268 -0.191
C3 -2.492 -3.583 -0.153
Cl3 -4.213 -3.451 -0.009
C4 -1.767 -2.361 -0.177
O1 -2.322 -1.226 -0.071
C5 -0.345 -2.498 -0.296
O2 0.415 -1.382 -0.328
C6 0.249 -3.743 -0.365
Cl4 1.986 -3.802 -0.484
C7 -2.211 3.030 -3.151
C8 -2.338 2.384 -1.775
C9 -2.562 3.473 -0.718
C10 -3.495 1.391 -1.768
N1 -1.069 1.656 -1.577
N2 -0.930 1.087 -0.277
H1 -3.126 3.571 -3.402
H2 -2.033 2.266 -3.909
H3 -1.379 3.740 -3.173
H4 -3.444 4.066 -0.970
H5 -1.698 4.141 -0.666
H6 -2.731 3.050 0.274
H7 -4.435 1.913 -1.962
H8 -3.581 0.872 -0.813
H9 -3.342 0.632 -2.536
H10 -0.298 2.311 -1.672
H11 -1.521 0.230 -0.217
H12 -1.168 1.728 0.478
Br1 1.693 2.547 -0.151
C11 3.837 0.984 2.374
C12 3.669 -0.341 1.639
C13 5.026 -1.029 1.467
C14 3.011 -0.170 0.270
H13 4.332 0.833 3.338
H14 2.878 1.468 2.552
H15 4.445 1.673 1.781
H16 3.041 -0.995 2.251
H17 5.690 -0.411 0.855
H18 4.916 -1.998 0.977
H19 5.508 -1.188 2.436
H20 2.959 -1.139 -0.242
H21 3.578 0.522 -0.350
O3 -0.903 1.505 2.605
C15 -0.239 0.535 2.875
O4 0.650 -0.060 2.094
H22 -0.295 0.053 3.861

No. 4
DFT (ωB97M-V/def2-TZVPD) results for 2 unconnected molecules or ions with the total composition C5H7NO.

Its orbital gap (spin up / spin down) is 7.9 / 7.9 eV. Its max |F| is 0.442 eV/Å.

Element x y z (Å)
C1 2.115 0.472 0.705
N1 1.575 -0.661 0.464
C2 0.252 -0.651 0.116
O1 -0.497 -1.752 0.255
C3 -1.519 -0.980 -0.468
C4 -1.919 0.287 0.183
C5 -0.604 0.214 -0.588
H1 1.550 1.400 0.820
H2 3.197 0.525 0.818
H3 1.685 1.627 -1.428
H4 -2.021 -1.522 -1.260
H5 -1.921 0.372 1.269
H6 -2.729 0.821 -0.311
H7 0.967 1.379 -1.452

No. 5
DFT (ωB97M-V/def2-TZVPD) results for a molecular structure, C33H29CrN5S.

The expectation value of S² is 6.026. Its orbital gap (spin up / spin down) is 5.9 / 6.1 eV. Its max |F| is 0.999 eV/Å. As for the spin multiplicity: 5.

Element x y z (Å)
Cr1 0.042 -0.266 -0.121
C1 -1.029 -4.506 2.855
N1 -1.808 -3.957 1.756
C2 -3.109 -4.303 1.429
C3 -3.468 -3.575 0.373
N2 -2.370 -2.767 0.038
C4 -1.324 -3.026 0.903
S1 0.264 -2.497 0.889
C5 -2.502 -1.728 -0.922
C6 -3.370 -1.913 -1.986
C7 -3.684 -0.836 -2.792
C8 -3.149 0.403 -2.490
C9 -2.253 0.484 -1.448
N3 -1.879 -0.578 -0.707
H1 -1.581 -5.337 3.286
H2 -0.855 -3.742 3.609
H3 -0.067 -4.851 2.484
H4 -3.672 -5.025 1.995
H5 -4.409 -3.519 -0.141
H6 -3.785 -2.893 -2.181
H7 -4.352 -0.965 -3.635
H8 -3.397 1.286 -3.060
H9 -1.773 1.417 -1.174
C10 0.981 5.063 -0.404
C11 1.840 3.975 -0.338
C12 1.408 2.756 0.172
C13 0.094 2.585 0.611
C14 -0.766 3.692 0.535
C15 -0.327 4.911 0.043
N4 -0.384 1.317 1.028
C16 -1.096 1.263 2.227
C17 -0.876 2.186 3.270
C18 -1.549 2.089 4.476
C19 -2.465 1.068 4.709
C20 -2.688 0.144 3.699
C21 -2.022 0.238 2.482
H10 1.323 6.011 -0.798
H11 2.864 4.073 -0.684
H12 2.090 1.915 0.233
H13 -1.789 3.579 0.879
H14 -1.014 5.750 0.001
H15 -0.155 2.978 3.119
H16 -1.346 2.817 5.254
H17 -2.989 0.994 5.654
H18 -3.403 -0.659 3.851
H19 -2.228 -0.492 1.710
C22 1.639 1.976 -4.498
C23 0.630 1.069 -4.224
C24 0.710 0.244 -3.106
C25 1.779 0.336 -2.212
C26 2.808 1.242 -2.517
C27 2.737 2.045 -3.641
N5 1.765 -0.403 -1.012
C28 2.962 -0.990 -0.588
C29 3.856 -1.592 -1.484
C30 4.999 -2.227 -1.028
C31 5.283 -2.292 0.334
C32 4.402 -1.703 1.230
C33 3.262 -1.051 0.777
H20 1.581 2.616 -5.369
H21 -0.215 0.979 -4.898
H22 -0.042 -0.522 -2.942
H23 3.651 1.316 -1.840
H24 3.538 2.745 -3.847
H25 3.634 -1.561 -2.545
H26 5.673 -2.687 -1.741
H27 6.176 -2.791 0.688
H28 4.609 -1.736 2.294
H29 2.589 -0.572 1.481

No. 6
DFT (ωB97M-V/def2-TZVPD) results for 2 unconnected molecules or ions with the total composition H2NOP in a non-equilibrium geometry.

Its orbital gap (spin up / spin down) is 10.8 / 6.1 eV. Its max |F| is 2.243 eV/Å.

Element x y z (Å)
N1 0.269 -0.828 0.832
O1 0.367 2.138 -1.619
P1 -0.792 1.603 -0.920
H1 0.564 -1.598 0.172
H2 -0.408 -1.316 1.535

No. 7
DFT (ωB97M-V/def2-TZVPD) results for a single C8H16N2O3S molecule in a non-equilibrium geometry.

Its orbital gap is 9.7 eV. Its max |F| is 2.150 eV/Å.

Element x y z (Å)
C1 2.497 0.185 0.309
C2 1.096 -0.301 0.674
C3 3.115 -0.821 -0.687
C4 -1.298 -0.342 0.077
C5 -1.492 -1.789 -0.332
C6 -2.277 0.636 -0.630
C7 -3.725 0.305 -0.248
C8 -1.958 2.098 -0.303
H1 3.143 1.143 1.994
H2 3.074 -0.468 2.128
H3 2.506 1.177 -0.178
H4 2.467 -0.946 -1.527
H5 3.208 -1.788 -0.218
H6 5.221 0.063 -0.121
H7 0.269 0.514 -1.044
H8 -1.507 -0.309 1.166
H9 -2.166 0.473 -1.719
H10 -3.954 -0.745 -0.485
H11 -4.394 0.962 -0.811
H12 -3.848 0.476 0.791
H13 -1.988 2.280 0.767
H14 -2.719 2.711 -0.793
H15 -0.948 2.418 -0.681
H16 -0.362 -2.184 1.085
N1 3.338 0.309 1.475
N2 0.094 0.038 -0.167
O1 0.905 -1.000 1.675
O2 -2.148 -2.144 -1.295
O3 -0.860 -2.685 0.429
S1 4.708 -0.268 -1.329

No. 8
DFT (ωB97M-V/def2-TZVPD) results for 2 unconnected molecules or ions with the total composition C29H32N3O7S in a non-equilibrium geometry.

The charge is -1. Its orbital gap is 3.0 eV. Its max |F| is 3.602 eV/Å.

Element x y z (Å)
C1 -5.039 -3.898 3.574
C2 -3.827 -3.007 3.310
C3 -4.138 -2.135 2.092
C4 -3.637 -2.108 4.540
C5 -2.541 -3.835 3.114
C6 -1.295 -3.154 2.731
O1 -1.286 -2.050 2.111
C7 -0.048 -3.862 3.072
C8 1.245 -3.051 3.245
C9 2.471 -3.924 3.470
C10 1.084 -2.088 4.429
C11 1.497 -2.225 2.000
C12 -0.089 -5.222 3.286
C13 -1.301 -5.898 3.441
C14 -2.504 -5.196 3.342
H1 -4.908 -4.491 4.487
H2 -5.929 -3.270 3.710
H3 -5.231 -4.570 2.729
H4 -3.250 -1.563 1.806
H5 -4.438 -2.766 1.248
H6 -4.963 -1.452 2.335
H7 -2.858 -1.360 4.362
H8 -4.580 -1.600 4.775
H9 -3.346 -2.717 5.405
H10 2.637 -4.581 2.608
H11 3.353 -3.278 3.575
H12 2.377 -4.526 4.380
H13 0.304 -1.350 4.214
H14 0.810 -2.644 5.335
H15 2.028 -1.561 4.610
H16 0.563 -1.718 1.749
H17 2.292 -1.493 2.185
H18 1.769 -2.850 1.146
H19 0.849 -5.770 3.373
H20 -1.305 -6.958 3.690
H21 -3.442 -5.738 3.470
C15 3.232 7.830 -3.467
C16 2.213 6.760 -3.214
C17 1.227 6.502 -4.168
C18 0.224 5.567 -3.925
C19 0.247 4.834 -2.735
S1 -1.053 3.655 -2.432
O2 -1.517 3.726 -1.074
O3 -1.944 3.644 -3.561
N1 -0.190 2.155 -2.401
C20 0.631 1.690 -3.450
C21 1.000 2.266 -4.650
C22 1.922 1.572 -5.446
N2 2.358 2.193 -6.657
O4 3.117 1.568 -7.431
O5 1.966 3.360 -6.900
C23 2.456 0.315 -5.037
C24 2.102 -0.238 -3.809
C25 1.134 0.420 -3.048
C26 0.511 0.139 -1.767
N3 0.915 -0.799 -0.803
O6 1.436 -1.894 -1.095
O7 0.716 -0.393 0.378
C27 -0.278 1.214 -1.402
C28 1.232 5.071 -1.769
C29 2.212 6.028 -2.023
H22 3.958 7.860 -2.652
H23 3.761 7.657 -4.409
H24 2.752 8.812 -3.540
H25 1.231 7.047 -5.111
H26 -0.566 5.385 -4.653
H27 0.615 3.223 -4.978
H28 3.143 -0.194 -5.705
H29 2.542 -1.155 -3.422
H30 -0.825 1.336 -0.482
H31 1.214 4.522 -0.827
H32 2.984 6.235 -1.283

No. 9
DFT (ωB97M-V/def2-TZVPD) results for a single C4H4S3 molecule in a non-equilibrium geometry.

Its orbital gap is 7.7 eV. Its max |F| is 3.411 eV/Å.

Element x y z (Å)
C1 1.377 0.234 0.045
C2 -0.069 -0.336 0.130
C3 -0.283 -1.452 -0.597
C4 -1.228 0.371 0.732
H1 0.231 2.390 -0.503
H2 -1.308 -1.845 -0.618
H3 0.541 -2.126 -1.105
H4 -0.854 0.854 1.696
S1 1.534 1.995 -0.205
S2 2.858 -0.540 0.342
S3 -2.797 0.454 0.083

No. 10
DFT (ωB97M-V/def2-TZVPD) results for a single C20H22N2O8S2 molecule in a non-equilibrium geometry.

Its orbital gap is 8.4 eV. Its max |F| is 1.142 eV/Å.

Element x y z (Å)
C1 0.259 -4.240 -1.820
H1 -0.714 -4.502 -2.232
H2 0.972 -4.095 -2.637
H3 0.607 -5.047 -1.168
O1 0.051 -3.045 -1.097
C2 1.111 -2.453 -0.506
C3 0.863 -1.248 0.150
C4 1.869 -0.543 0.768
C5 3.183 -0.998 0.718
C6 3.437 -2.217 0.097
C7 2.416 -2.946 -0.490
H4 2.655 -3.884 -0.964
H5 4.448 -2.593 0.057
N1 4.192 -0.169 1.235
H6 5.036 -0.672 1.483
S1 4.669 1.063 0.135
O2 5.070 0.440 -1.095
O3 5.634 1.850 0.839
C8 3.146 1.947 -0.106
C9 2.367 1.640 -1.207
C10 1.102 2.183 -1.316
C11 0.613 3.032 -0.319
C12 1.451 3.385 0.744
C13 2.712 2.831 0.863
H7 3.363 3.058 1.692
H8 1.088 4.062 1.503
C14 -0.759 3.508 -0.316
C15 -1.773 2.876 -0.918
C16 -3.174 3.278 -0.757
O4 -4.117 2.587 -1.062
O5 -3.341 4.495 -0.209
H9 -4.289 4.680 -0.116
H10 -1.633 1.958 -1.469
H11 -0.966 4.380 0.290
H12 0.482 1.933 -2.161
H13 2.764 0.966 -1.950
H14 1.610 0.369 1.279
S2 -0.741 -0.468 0.019
O6 -0.965 -0.185 -1.370
O7 -0.741 0.646 0.932
N2 -1.804 -1.648 0.522
C17 -2.922 -1.941 -0.356
H15 -2.561 -1.843 -1.378
C18 -4.084 -0.980 -0.093
O8 -4.452 -1.001 1.272
C19 -3.375 -0.620 2.096
C20 -2.186 -1.571 1.918
H16 -1.325 -1.213 2.481
H17 -2.455 -2.579 2.249
H18 -3.748 -0.651 3.121
H19 -3.046 0.400 1.849
H20 -4.973 -1.282 -0.649
H21 -3.794 0.038 -0.392
H22 -3.231 -2.973 -0.165

No. 11
DFT (ωB97M-V/def2-TZVPD) results for 2 unconnected molecules or ions with the total composition C5H14N3 in a non-equilibrium geometry.

The charge is +2. The expectation value of S² is 0.752. Its orbital gap (spin up / spin down) is 9.7 / 7.8 eV. Its max |F| is 6.509 eV/Å. As for the spin multiplicity: 2.

Element x y z (Å)
N1 0.076 0.199 1.644
C1 1.377 0.856 0.737
N2 1.697 2.138 1.094
N3 2.256 0.539 -0.472
H1 0.035 -0.567 0.990
H2 0.678 -0.159 2.393
H3 0.977 2.360 1.792
H4 2.596 2.193 1.564
H5 2.163 1.422 -0.969
H6 3.178 0.574 -0.045
C2 -0.028 -1.004 -1.323
C3 -1.433 -0.980 -0.726
C4 -1.842 -2.057 0.040
C5 -2.094 0.326 -0.790
H7 -0.058 -1.466 -2.321
H8 0.684 -1.521 -0.670
H9 0.279 0.033 -1.408
H10 -2.779 -2.012 0.594
H11 -1.202 -2.929 0.151
H12 -3.030 0.372 -0.244
H13 -2.101 0.698 -1.817
H14 -1.427 0.985 -0.214

What is the formula in the fourth record?
C5H7NO

max |F| of number 5 (C33H29CrN5S)?
0.999 eV/Å

Look up the max |F| of the fourth one.
0.442 eV/Å